{
  "formula": "C38H33F6LuN8O7",
  "method": "ωB97M-V with the def2-TZVPD basis set",
  "homo_energy_ev": -7.19,
  "energy_ev": -116124.723,
  "multiplicity": 1,
  "symbols": ["C", "H", "F", "H", "N", "O", "C", "C", "F", "H", "H", "C", "H", "H", "C", "H", "C", "O", "N", "F", "O", "N", "H", "H", "H", "H", "C", "C", "C", "C", "C", "F", "H", "C", "C", "C", "C", "C", "C", "H", "C", "O", "C", "H", "N", "H", "H", "C", "N", "H", "O", "C", "N", "H", "H", "H", "C", "C", "C", "C", "H", "H", "N", "H", "O", "C", "C", "C", "C", "H", "N", "H", "F", "C", "C", "C", "F", "H", "H", "H", "C", "C", "H", "C", "H", "C", "H", "Lu", "C", "C", "H", "O", "H"],
  "coordinates": [[-3.365647, -1.895944, 2.753841], [2.685241, -2.088472, 1.346237], [-1.221677, -3.023595, -0.230963], [3.966189, -3.104199, -4.736816], [-4.164493, 4.522690, -4.249757], [-3.102173, 0.798257, -1.496706], [4.249476, -1.441557, 2.721374], [-4.789832, 3.521950, -1.467976], [0.251826, -3.114331, 4.234935], [-3.466244, -2.044056, 1.656667], [5.048171, 2.773656, -4.779677], [2.237922, 0.190740, 3.565145], [3.739208, 3.409444, -3.768858], [5.749712, -1.307509, -4.652949], [0.300581, -4.712234, 0.400161], [5.589730, -0.115563, 3.876041], [5.049167, -0.506374, -4.353717], [1.051297, 3.271272, -0.031415], [3.412022, 0.938997, -2.445587], [1.355914, -5.449531, 3.815094], [-2.366204, -0.376489, 0.284744], [-0.138366, 0.343714, 3.894192], [-4.671187, -3.506027, 3.282798], [-5.536749, 4.237577, -1.834858], [-2.760094, -1.449942, 6.533618], [-3.654263, 2.747325, -5.830653], [4.151975, 2.495402, -4.138987], [3.519791, 0.410975, 4.100330], [5.657993, 0.553131, -3.465248], [-2.774818, 0.721472, -0.291482], [-4.057332, -2.717500, 3.667199], [1.505582, -3.917266, -4.053283], [3.418591, 2.089422, -4.814132], [4.622169, 1.553765, -3.003572], [4.565483, -0.420481, 3.634072], [-3.851143, -2.555247, 5.024652], [0.325785, -3.504431, 2.958318], [3.406588, -2.414074, -4.052785], [3.809696, -1.160599, -3.755451], [-3.083527, 1.311944, 2.451372], [-3.007476, 1.920002, 0.610185], [0.410357, 1.526251, 1.122138], [1.259165, -0.242396, -0.953104], [-2.621874, 2.825116, 0.093983], [-4.129772, 2.875513, -2.607367], [-1.958325, 2.491102, 2.342279], [0.644423, -2.710668, -2.017224], [0.943634, -5.313260, 1.435438], [-2.455906, -1.046074, 3.194228], [-3.662572, 1.389423, -4.680033], [1.304250, 1.934482, 4.831598], [-2.162351, -0.916583, 4.516377], [-2.357102, 1.679796, 1.861733], [-5.019832, 1.193173, 1.171054], [5.155975, 2.118361, -2.253233], [-6.385445, 2.712332, -0.193411], [-4.592676, 2.100881, 0.705756], [-0.116056, -2.806952, 1.874385], [2.167990, -2.833910, -3.528201], [1.941367, -0.943692, -2.008086], [6.478935, 1.090994, -3.928777], [4.768139, -0.093054, -5.360002], [2.042445, -0.627734, 2.575777], [-4.242847, 4.756356, -5.267600], [-0.903875, 0.183344, 6.112910], [0.855462, -4.780853, 2.727240], [3.104850, -0.385193, -2.693994], [1.621306, 1.148625, -0.873650], [-1.040059, -0.005865, 4.886368], [6.086432, 0.020519, -2.553317], [-3.791798, 2.355731, -4.878460], [3.564248, 1.236694, 4.830384], [1.660780, -6.441011, 1.174189], [1.512287, -2.193307, -2.462512], [2.638801, 1.674294, -1.600302], [1.068387, 0.910068, 4.149327], [0.294869, -5.212164, -0.825978], [-5.570565, 1.521935, -1.131997], [2.836708, 2.740492, -1.333404], [-4.435560, -3.108817, 5.769115], [2.981575, -1.403240, 2.126342], [-2.887467, -1.631755, 5.472373], [-3.993520, 5.318578, -3.667149], [0.964931, 2.064030, 0.101246], [4.910428, -2.292580, 2.441258], [-5.346509, 2.407461, -0.550337], [-4.062102, 4.177729, -0.882903], [-0.638946, -0.228391, 1.621042], [-0.352636, -3.488980, 0.690582], [-4.125907, 3.276145, -3.886237], [-4.756703, 2.906030, 1.444739], [0.439248, -0.833708, -0.183864], [-3.705469, 1.918418, -2.306821]],
  "forces_ev_per_angstrom": [[-0.2, -1.2, 0.6], [0.1, -0.2, -0.2], [0.2, 0.3, -0.4], [-0.6, 1.0, 0.5], [-1.0, 2.7, -2.9], [0.3, -0.3, 0.2], [0.1, -0.2, -0.4], [0.9, 0.9, 0.6], [0.2, 0.7, 0.2], [0.0, 0.4, 0.9], [-1.0, -0.2, 0.7], [1.4, 0.7, 1.0], [-0.2, 0.6, 0.5], [0.0, 0.3, 0.5], [-1.3, 2.3, 0.3], [-0.3, -0.8, 0.3], [-0.4, -0.8, -1.8], [0.2, 0.8, -0.8], [0.5, 0.2, 0.9], [-0.1, -0.1, -0.9], [-0.9, 2.3, -1.6], [-2.0, -1.1, -0.2], [-0.5, -0.2, -0.1], [-0.1, -0.5, 0.0], [0.3, 0.0, -0.2], [0.0, -1.0, 1.3], [2.2, 0.2, -0.8], [-0.2, -0.3, -0.5], [0.1, -1.5, 1.3], [0.1, -2.3, 0.3], [0.5, 0.4, -0.6], [1.1, 0.6, 0.4], [-0.3, -0.6, -0.1], [-0.4, 0.7, -1.3], [-0.6, 1.0, 0.0], [0.4, 0.6, 0.4], [0.7, -2.1, -1.7], [-1.0, -1.6, -0.8], [0.5, 2.8, 2.6], [0.1, -0.4, 0.8], [-0.9, 0.9, -1.5], [0.0, 0.2, -0.4], [-0.3, 0.2, 1.0], [0.1, -0.5, 0.4], [-0.2, -0.1, -1.5], [-0.1, -0.2, -0.5], [0.4, 0.5, -0.3], [0.9, -1.0, 1.0], [0.9, 0.5, 0.2], [-0.1, -0.5, 0.1], [-0.7, -2.1, -1.3], [-1.3, -0.5, -1.3], [0.0, 0.3, 1.0], [0.2, 0.2, -0.2], [-0.4, 0.4, 0.5], [1.2, -0.1, -0.5], [1.5, -0.1, 1.4], [-2.5, 1.5, -0.4], [-1.3, 0.1, 1.3], [2.1, -0.3, -1.8], [0.0, 0.0, -0.2], [0.1, 0.0, 0.8], [-2.3, 0.1, -1.1], [0.1, -0.4, 1.6], [-0.2, 0.1, -1.8], [0.5, 0.2, 1.1], [-1.4, -1.3, -0.9], [-0.7, -0.8, 0.2], [2.1, 0.6, 2.1], [-0.5, 0.7, -1.0], [-0.8, 2.6, -0.1], [0.5, -0.6, -0.4], [-0.4, 0.3, 0.4], [0.1, -1.4, -1.1], [0.5, 0.0, 0.3], [0.4, 2.8, 2.2], [0.0, -0.6, -0.7], [0.3, -0.2, -0.2], [0.3, -0.9, -0.8], [0.3, 0.1, -0.4], [1.3, -1.1, 0.6], [-0.5, 0.0, -0.4], [-0.1, -0.2, 0.5], [-0.1, 0.4, 1.2], [-0.2, 1.2, 0.2], [-2.3, 1.1, 0.0], [-0.7, -0.9, -0.7], [0.2, -1.5, 2.0], [1.6, -1.1, 1.0], [2.3, -3.7, 1.5], [0.1, -0.2, -0.3], [1.4, 0.6, -1.9], [-0.1, 0.6, -0.1]]
}